Below is a single C8H7FN2O2 molecule in a non-equilibrium geometry, with properties calculated with ωB97M-V with the def2-TZVPD basis set.

Orbital gap, eV: 8.9655
HOMO, eV: -10.22
SMILES: C[C@]1(C#N)C([N+](=O)[O-])=CC=C[C@@H]1F
ΔE to the lowest compared entry with this formula, charge and spin, kJ/mol: 410.78

Geometry (Å):
C (-0.16, -1.63, 1.05)
C (0.85, 1.78, 1.13)
C (-0.53, 1.62, 0.70)
C (1.76, 0.86, 0.86)
C (-0.93, 0.45, 0.16)
C (1.50, -0.27, -0.03)
C (0.08, -0.78, -0.05)
C (-0.28, -1.36, -1.44)
N (-0.12, -2.30, 1.97)
N (-2.26, 0.27, -0.37)
O (-2.95, 1.24, -0.50)
O (-2.59, -0.88, -0.40)
F (1.99, 0.17, -1.32)
H (1.11, 2.61, 1.77)
H (-1.13, 2.51, 0.77)
H (2.76, 1.11, 1.08)
H (2.12, -1.24, 0.07)
H (-0.75, -0.50, -2.13)
H (-1.08, -2.06, -1.42)
H (0.62, -1.62, -1.92)

---

Below is C13H17FKN2O3 as an isolated structure in a non-equilibrium geometry, with properties calculated with ωB97M-V with the def2-TZVPD basis set.

Orbital gap, eV: 8.2676
HOMO, eV: -11.92
Charge: +1

Geometry (Å):
C (-0.07, -3.43, 1.69)
C (-0.52, -2.02, 1.32)
F (-0.86, -1.32, 2.48)
C (0.57, -1.23, 0.62)
C (0.18, 0.07, -0.14)
C (1.51, 0.72, -0.50)
C (2.26, 0.14, -1.52)
C (3.49, 0.68, -1.83)
N (4.05, 1.72, -1.21)
C (3.33, 2.25, -0.22)
C (2.07, 1.80, 0.17)
O (-0.45, -0.36, -1.37)
C (-1.81, -0.35, -1.25)
O (-2.50, -0.92, -2.04)
C (-2.25, 0.56, -0.10)
C (-3.24, -0.12, 0.86)
N (-2.86, 1.71, -0.77)
C (-0.88, 0.96, 0.56)
O (-0.67, 2.35, 0.45)
H (-0.11, -3.54, 2.78)
H (0.97, -3.60, 1.40)
H (-0.67, -4.19, 1.21)
H (-1.40, -2.09, 0.69)
H (1.32, -0.97, 1.38)
H (1.04, -1.88, -0.13)
H (1.86, -0.70, -2.08)
H (4.06, 0.18, -2.61)
H (3.77, 3.08, 0.31)
H (1.55, 2.28, 0.98)
H (-4.26, 0.18, 0.63)
H (-3.02, 0.16, 1.89)
H (-3.21, -1.21, 0.80)
H (-3.78, 1.91, -0.41)
H (-2.95, 1.57, -1.77)
H (-0.88, 0.79, 1.63)
H (-0.57, 2.60, -0.47)
K (4.92, 2.23, -3.43)

---

Below is a single C5H8 molecule in a non-equilibrium geometry, with properties calculated with ωB97M-V with the def2-TZVPD basis set.

Orbital gap, eV: 7.7685
HOMO, eV: -7.45
ΔE to the lowest compared entry with this formula, charge and spin, kJ/mol: 448.25

Geometry (Å):
C (0.78, -0.95, 0.93)
C (0.00, -0.11, -0.04)
C (0.06, -0.50, -1.50)
C (-0.58, 1.02, 0.39)
C (-1.06, 2.01, 1.17)
H (0.56, -0.65, 1.96)
H (0.57, -2.01, 0.79)
H (1.86, -0.80, 0.76)
H (-0.21, 1.86, -0.26)
H (1.07, -0.60, -1.89)
H (-0.52, 0.17, -2.14)
H (-0.40, -1.50, -1.59)
H (-2.13, 2.04, 1.43)

---

Below is C40H33F6GeN6O4PSr as an isolated structure in a non-equilibrium geometry, with properties calculated with ωB97M-V with the def2-TZVPD basis set.

Orbital gap, eV: 8.4707
HOMO, eV: -8.35
ΔE to the lowest compared entry with this formula, charge and spin, kJ/mol: 92.05

Geometry (Å):
Sr (1.49, -0.94, 1.21)
O (1.17, -0.30, 5.39)
C (1.07, -0.03, 4.21)
O (2.00, 0.16, 3.36)
C (-0.34, 0.19, 3.69)
C (-1.44, 0.08, 4.53)
C (-2.68, 0.23, 3.98)
C (-2.88, 0.36, 2.62)
C (-1.74, 0.38, 1.78)
N (-0.50, 0.30, 2.38)
C (-1.85, 0.38, 0.30)
O (-2.86, -0.06, -0.13)
O (-0.76, 0.75, -0.37)
H (-1.14, -0.08, 5.56)
H (-3.54, 0.13, 4.61)
H (-3.81, 0.31, 2.10)
C (3.08, -2.71, 3.79)
N (3.46, -2.08, 2.48)
C (4.58, -1.16, 2.61)
C (4.48, -0.07, 1.54)
N (3.82, -0.12, 0.41)
C (4.03, 1.11, -0.15)
C (3.44, 1.62, -1.34)
C (3.70, 2.93, -1.68)
C (4.43, 3.72, -0.81)
C (5.03, 3.24, 0.31)
C (4.83, 1.91, 0.64)
N (5.14, 1.11, 1.67)
C (1.65, -3.00, 3.83)
N (0.81, -2.89, 2.84)
C (-0.44, -3.07, 3.42)
C (-1.70, -3.08, 2.86)
C (-2.78, -3.17, 3.67)
C (-2.61, -3.17, 5.06)
C (-1.36, -3.22, 5.67)
C (-0.30, -3.21, 4.78)
N (1.07, -3.23, 5.06)
H (3.33, -1.91, 4.54)
H (3.70, -3.62, 3.97)
H (3.66, -2.83, 1.82)
H (5.55, -1.68, 2.61)
H (4.52, -0.61, 3.53)
H (2.72, 0.96, -1.78)
H (3.21, 3.45, -2.53)
H (4.55, 4.74, -1.05)
H (5.56, 3.89, 1.00)
H (5.59, 1.42, 2.53)
H (-1.79, -3.04, 1.80)
H (-3.77, -3.26, 3.33)
H (-3.58, -3.13, 5.59)
H (-1.30, -3.17, 6.75)
H (1.59, -2.75, 5.83)
F (0.24, -2.33, -0.52)
P (1.08, -3.62, -1.20)
F (0.20, -4.48, -0.18)
F (1.80, -2.59, -2.13)
F (-0.07, -3.75, -2.33)
F (1.86, -4.89, -1.79)
F (2.20, -3.40, -0.03)
C (0.15, 3.30, -1.31)
Ge (-0.91, 1.79, -1.96)
C (-0.09, 0.98, -3.48)
C (-0.02, 1.74, -4.62)
C (0.55, 1.20, -5.74)
C (1.14, -0.06, -5.69)
C (1.06, -0.83, -4.51)
C (0.37, -0.33, -3.43)
C (-2.71, 2.36, -2.42)
C (-3.18, 3.58, -1.95)
C (-4.38, 4.21, -2.44)
C (-5.13, 3.59, -3.42)
C (-4.80, 2.29, -3.87)
C (-5.51, 1.58, -4.89)
C (-5.28, 0.31, -5.21)
C (-4.14, -0.29, -4.70)
C (-3.35, 0.38, -3.85)
C (-3.53, 1.70, -3.40)
H (0.34, 4.12, -2.03)
H (1.14, 2.88, -1.11)
H (-0.25, 3.82, -0.40)
H (-0.44, 2.75, -4.62)
H (0.58, 1.77, -6.63)
H (1.62, -0.43, -6.58)
H (1.36, -1.84, -4.41)
H (0.18, -0.96, -2.57)
H (-2.57, 4.19, -1.26)
H (-4.69, 5.13, -1.95)
H (-6.07, 4.03, -3.81)
H (-6.42, 2.12, -5.25)
H (-5.99, -0.25, -5.79)
H (-3.95, -1.33, -4.91)
H (-2.48, -0.18, -3.46)

---

Below is C8H28BCrN8O16 as an isolated structure in a non-equilibrium geometry, with properties calculated with ωB97M-V with the def2-TZVPD basis set.

⟨S²⟩: 6.0110
Orbital gap (alpha / beta), eV: 8.5083 / 8.9960
HOMO (alpha / beta), eV: -12.49 / -12.57
Multiplicity: 5
Charge: +1

Geometry (Å):
Cr (0.35, -1.19, -0.95)
B (-0.57, 0.66, -0.36)
H (-0.74, 0.49, -1.47)
H (-0.97, 1.73, -0.19)
H (-1.11, -0.15, 0.24)
H (0.55, 0.59, -0.16)
C (1.32, -0.27, -5.29)
N (0.43, 0.08, -4.16)
O (-0.02, 1.19, -4.14)
O (0.20, -0.77, -3.31)
H (2.36, -0.32, -4.99)
H (1.14, 0.46, -6.08)
H (1.00, -1.26, -5.60)
C (-3.57, 2.25, -0.69)
N (-5.02, 2.57, -0.72)
O (-5.74, 1.88, -1.40)
O (-5.36, 3.53, -0.05)
H (-3.11, 3.05, -1.28)
H (-3.45, 1.42, -1.38)
H (-3.19, 2.18, 0.32)
C (-0.62, 1.18, 3.60)
N (-0.26, -0.27, 3.63)
O (0.09, -0.74, 4.69)
O (-0.37, -0.92, 2.61)
H (-0.65, 1.51, 4.63)
H (-1.62, 1.16, 3.16)
H (0.06, 1.72, 2.95)
C (1.58, 3.29, 0.62)
N (2.49, 3.61, 1.72)
O (3.67, 3.40, 1.50)
O (2.05, 4.10, 2.73)
H (1.85, 2.41, 0.04)
H (1.62, 4.09, -0.12)
H (0.58, 3.15, 0.99)
C (-0.68, -4.03, 2.63)
N (-1.15, -3.54, 1.31)
O (-0.43, -2.83, 0.63)
O (-2.28, -3.85, 0.99)
H (-0.65, -5.12, 2.60)
H (-1.50, -3.80, 3.32)
H (0.12, -3.40, 3.00)
C (2.95, -1.45, 2.92)
N (2.53, -0.66, 1.75)
O (2.02, -1.22, 0.80)
O (2.62, 0.54, 1.81)
H (3.50, -2.32, 2.58)
H (2.03, -1.76, 3.42)
H (3.56, -0.87, 3.59)
C (-3.75, -3.14, -1.89)
N (-3.01, -1.97, -1.33)
O (-3.59, -1.18, -0.64)
O (-1.81, -1.91, -1.58)
H (-4.79, -2.82, -1.94)
H (-3.58, -3.96, -1.20)
H (-3.38, -3.30, -2.90)
C (4.31, 1.13, -1.22)
N (3.08, 0.78, -1.97)
O (2.86, 1.35, -3.00)
O (2.36, -0.09, -1.52)
H (4.11, 1.16, -0.15)
H (4.63, 2.11, -1.55)
H (5.00, 0.35, -1.55)

---

Below is C17H26F6NO4P2PdS2 as an isolated structure, with properties calculated with ωB97M-V with the def2-TZVPD basis set.

Orbital gap, eV: 8.3221
HOMO, eV: -12.63
ΔE to the lowest compared entry with this formula, charge and spin, kJ/mol: 0.00
Charge: +1

Geometry (Å):
Pd (0.32, -0.15, 0.02)
F (5.13, -0.27, -0.97)
C (4.26, 0.46, -1.66)
F (3.66, -0.33, -2.56)
F (4.89, 1.43, -2.29)
S (3.01, 1.19, -0.52)
O (2.55, 0.04, 0.28)
O (3.67, 2.22, 0.21)
N (1.86, 1.56, -1.50)
S (1.24, 3.01, -1.77)
O (2.19, 4.07, -1.74)
O (-0.01, 3.15, -1.07)
C (0.77, 2.72, -3.52)
F (0.05, 3.75, -3.95)
F (0.02, 1.61, -3.62)
F (1.84, 2.57, -4.28)
C (-2.53, 1.35, -0.77)
P (-1.90, -0.08, 0.13)
C (-2.85, -1.46, -0.54)
C (-2.40, 0.16, 1.85)
C (-3.67, -0.15, 2.32)
C (-4.02, 0.18, 3.62)
C (-3.11, 0.83, 4.44)
C (-1.84, 1.13, 3.98)
C (-1.47, 0.79, 2.68)
P (0.20, 1.05, 2.03)
C (1.29, 0.21, 3.21)
C (0.59, 2.81, 2.21)
H (-3.59, 1.49, -0.53)
H (-2.42, 1.19, -1.84)
H (-1.96, 2.24, -0.50)
H (-3.92, -1.23, -0.51)
H (-2.67, -2.38, 0.01)
H (-2.57, -1.60, -1.59)
H (-4.39, -0.64, 1.68)
H (-5.01, -0.06, 3.99)
H (-3.39, 1.09, 5.46)
H (-1.14, 1.63, 4.64)
H (1.21, 0.67, 4.19)
H (2.32, 0.28, 2.86)
H (1.01, -0.84, 3.28)
H (0.45, 3.10, 3.26)
H (-0.04, 3.41, 1.56)
H (1.63, 2.97, 1.93)
C (0.49, -3.46, -0.12)
C (0.52, -2.80, -1.49)
C (2.04, -2.60, -1.93)
C (-0.19, -3.63, -2.57)
C (0.26, -1.39, -1.54)
H (0.89, -4.47, -0.18)
H (-0.53, -3.52, 0.26)
H (1.09, -2.89, 0.60)
H (2.43, -3.62, -1.91)
H (2.60, -2.00, -1.22)
H (2.14, -2.20, -2.93)
H (0.25, -4.63, -2.61)
H (-0.09, -3.18, -3.55)
H (-1.25, -3.74, -2.34)
H (0.12, -1.02, -2.56)

---

Below is C24H18AsF5N3O8RuS3 as an isolated structure in a non-equilibrium geometry, with properties calculated with ωB97M-V with the def2-TZVPD basis set.

⟨S²⟩: 0.7836
Orbital gap (alpha / beta), eV: 4.3232 / 6.1955
HOMO (alpha / beta), eV: -1.01 / -2.89
ΔE to the lowest compared entry with this formula, charge and spin, kJ/mol: 208.40
Multiplicity: 2
Charge: -2

Geometry (Å):
Ru (0.01, -0.45, -0.08)
O (-6.84, 1.90, 1.53)
N (-5.94, 2.52, 2.13)
O (-6.22, 3.46, 2.91)
C (-4.60, 2.19, 1.95)
C (-3.66, 2.95, 2.64)
C (-2.29, 2.70, 2.52)
C (-1.30, 3.46, 3.19)
C (0.01, 3.15, 2.99)
C (0.36, 2.09, 2.14)
N (-0.54, 1.36, 1.52)
C (-1.83, 1.65, 1.69)
C (-2.77, 0.85, 0.96)
N (-2.25, -0.13, 0.18)
C (-3.11, -0.93, -0.45)
C (-4.48, -0.76, -0.39)
C (-5.02, 0.26, 0.37)
C (-4.16, 1.10, 1.09)
H (-4.01, 3.75, 3.27)
H (-1.61, 4.27, 3.84)
H (0.81, 3.71, 3.48)
H (1.40, 1.83, 1.99)
H (-2.69, -1.74, -1.01)
H (-5.11, -1.44, -0.93)
H (-6.08, 0.41, 0.43)
O (3.33, 1.76, -0.08)
As (3.30, 0.36, 0.98)
O (3.86, 0.85, 2.44)
O (1.71, -0.19, 1.05)
C (4.59, -0.91, 0.27)
C (5.75, -1.04, 1.03)
C (6.76, -1.90, 0.63)
C (6.63, -2.64, -0.54)
C (5.47, -2.52, -1.30)
C (4.46, -1.66, -0.90)
S (2.93, -1.58, -1.81)
O (3.17, -2.15, -3.12)
O (2.04, -2.33, -0.94)
O (2.63, -0.14, -1.83)
H (2.97, 1.45, -0.93)
H (5.82, -0.46, 1.94)
H (7.66, -1.99, 1.23)
H (7.42, -3.31, -0.85)
H (5.34, -3.09, -2.21)
C (-1.35, 1.83, -3.95)
C (-0.86, 0.89, -2.88)
S (-0.17, 1.55, -1.48)
C (-0.97, -0.46, -3.06)
C (-1.49, -1.08, -4.33)
S (-0.53, -1.54, -1.81)
H (-1.28, 2.86, -3.61)
H (-2.38, 1.61, -4.23)
H (-0.74, 1.73, -4.86)
H (-1.02, -0.64, -5.22)
H (-2.57, -0.95, -4.43)
H (-1.29, -2.15, -4.35)
F (-0.58, -1.47, 2.50)
C (-0.35, -2.03, 1.25)
F (-1.55, -2.71, 0.96)
C (0.59, -3.22, 1.54)
F (0.13, -3.94, 2.61)
F (0.61, -4.08, 0.51)
F (1.84, -2.88, 1.83)